Density functional theory data (ωB97M-V/def2-TZVPD) for the molecule C3H11NSi at a distorted geometry.

Each atom is followed by the atoms it is bonded to, with distances in Å.
CARTESIAN COORDINATES (ANGSTROEM)
1 C 2.26332 -0.66859 -0.89925  Si2 1.958, H6 1.119, H7 1.120, H8 1.086
2 Si 1.09910 0.65314 -0.04436  C1 1.958, N3 1.914, H9 1.521, H10 1.393
3 N -0.77801 0.28345 -0.10984  Si2 1.914, C4 1.486, C5 1.415
4 C -1.68321 1.36694 -0.57306  N3 1.486, H11 1.136, H12 1.018, H13 1.071
5 C -1.35573 -0.96665 0.21397  N3 1.415, H14 1.117, H15 1.043, H16 1.158
6 H 1.84693 -1.56248 -1.42771  C1 1.119
7 H 2.94644 -0.12617 -1.60208  C1 1.120
8 H 2.65944 -1.22451 -0.05443  C1 1.086
9 H 1.83553 0.75548 1.28249  Si2 1.521
10 H 1.35365 1.86588 -0.68070  Si2 1.393
11 H -1.97967 1.97719 0.33791  C4 1.136
12 H -1.24108 2.01255 -1.22468  C4 1.018
13 H -2.59291 1.02282 -1.02146  C4 1.071
14 H -0.53869 -1.72651 0.27051  C5 1.117
15 H -2.08428 -1.03236 0.95698  C5 1.043
16 H -2.06987 -1.18026 -0.67193  C5 1.158

M   89.21 Da
HOMO energy   -8.1 eV
Energy   -12655.695 eV
Total charge   0
Structure (SMILES)   C[SiH2]N(C)C
Frontier orbital gap   9.0 eV
LUMO energy   0.95 eV